104
Properties=species:S:1:pos:R:3 method="wB97M-V/def2-TZVPD" energy_ev=-84548.66473 homo_lumo_gap_ha=0.106 spin_multiplicity=1 homo_ev=-1.41 charge=-1 max_force_ev_per_a=6.3
C -3.65384 0.77963 5.59341
C -4.31020 -0.69153 5.51832
C -5.61930 -0.69246 4.53845
C -5.09734 -0.56287 2.98595
N -5.53121 -1.80128 2.29220
C -4.46177 -2.76445 1.97149
C -3.44154 -2.37050 0.80516
C -2.00141 -1.80395 1.34197
C -1.04416 -1.28259 0.16444
C -1.11244 0.33826 -0.11981
C -2.57401 0.77962 0.35031
N -3.68281 1.15849 0.65363
C -1.14693 0.38250 -1.74968
C -1.29115 1.80292 -2.43416
C -2.35422 2.96204 -2.11476
N -0.45101 2.05441 -3.44770
C 0.12007 1.08508 0.57284
C 0.29905 0.46707 2.06867
N 0.34717 -0.13784 3.11719
P 1.72875 0.47370 -0.33949
C 3.26320 0.82787 0.74448
O 1.99862 1.35488 -1.78296
Si 0.07662 2.96693 0.83062
C -1.57275 3.75200 1.39661
C 1.29317 3.33649 2.31408
C 0.74834 4.05687 -0.59515
C -6.56176 -1.63456 1.29806
S -6.68056 -2.34342 -0.21627
S -7.99866 -0.51080 1.78028
C -7.94440 0.88753 0.51645
C -7.74413 2.33833 1.18137
C -8.45867 3.46819 0.23542
H -3.65699 1.20828 6.66988
H -2.54789 0.77148 5.26964
H -4.29338 1.50110 4.96623
H -3.51524 -1.38098 5.02538
H -4.55613 -1.13383 6.56072
H -6.06934 -1.75564 4.66080
H -6.38897 0.10387 4.81927
H -5.44228 0.42104 2.49584
H -3.94694 -0.45049 3.09162
H -3.85066 -2.95787 2.93900
H -4.96862 -3.77891 1.72446
H -3.84734 -1.62968 0.03428
H -3.17022 -3.35049 0.24244
H -2.09766 -1.11256 2.24686
H -1.48186 -2.76066 1.75723
H 0.01166 -1.65167 0.39246
H -1.37481 -1.86842 -0.78400
H -2.09825 -0.22496 -2.03302
H -0.27769 -0.19653 -2.23737
H -1.84273 3.81671 -1.55260
H -3.30861 2.57756 -1.60502
H -2.69452 3.39389 -3.13614
H -0.65804 3.01258 -3.79909
H 4.11884 0.20928 0.25140
H 3.12805 0.42542 1.80559
H 3.59229 1.92246 0.67948
H 2.55606 2.14397 -1.53660
H -1.97787 3.10096 2.26594
H -1.47273 4.81770 1.80920
H -2.38819 3.70111 0.57208
H 0.93752 2.88040 3.29940
H 2.38524 3.13493 2.05013
H 1.21060 4.48985 2.45257
H 0.67836 3.60970 -1.64196
H 0.14145 5.04336 -0.60862
H 1.83850 4.37055 -0.35962
H -8.88784 0.86983 -0.15178
H -7.05738 0.70760 -0.20582
H -8.13068 2.43866 2.25228
H -6.61935 2.59112 1.20513
H -9.16983 4.15052 0.82840
H -9.10157 2.96462 -0.58464
H -7.70329 4.12937 -0.31481
C 6.40334 -0.41701 -4.05508
C 5.89259 -1.55543 -3.14739
C 5.77325 -2.85928 -3.96927
C 7.09865 -3.50064 -4.36589
C 8.23677 -3.19890 -3.39459
C 7.78646 -2.80983 -1.96752
N 6.88812 -1.65663 -2.06751
O 6.43606 -1.20366 -0.82858
C 9.06373 -2.38120 -1.21201
C 7.19878 -4.04454 -1.25288
C 4.45503 -1.19299 -2.71979
H 6.46007 0.52722 -3.50649
H 5.73612 -0.25864 -4.91324
H 7.40038 -0.62535 -4.45112
H 5.19583 -3.59451 -3.39762
H 5.18372 -2.68136 -4.87953
H 6.95458 -4.58459 -4.44433
H 7.38895 -3.16630 -5.36806
H 8.91673 -4.05921 -3.36352
H 8.83169 -2.37928 -3.81486
H 9.49561 -1.47707 -1.65340
H 9.82815 -3.16694 -1.25684
H 8.86781 -2.18023 -0.15462
H 7.93832 -4.85488 -1.21535
H 6.31114 -4.44449 -1.75029
H 6.92272 -3.81985 -0.21901
H 3.80277 -1.08693 -3.59542
H 4.41394 -0.24157 -2.18368
H 4.01901 -1.96850 -2.08195

---

110
Properties=species:S:1:pos:R:3 method="wB97M-V/def2-TZVPD" energy_ev=-102227.63829 homo_lumo_gap_ha=0.210 spin_multiplicity=1 homo_ev=-4.26 charge=-1 max_force_ev_per_a=3.4
C -6.41525 0.51586 3.13798
C -5.48060 -0.16377 4.22525
N -4.20331 0.56343 4.39080
P -2.81328 -0.12931 3.49485
O -3.72229 -0.81257 2.19197
C -2.66812 -1.75346 4.52442
C -2.93364 -3.05606 3.70913
O -2.83452 -4.19185 4.63677
Si -1.30234 -4.92214 4.62265
C -1.22779 -6.58087 3.67217
C -0.92281 -5.36786 6.46026
C 0.12430 -3.80007 4.06396
B -1.71067 0.94562 4.74870
N -2.09658 2.37379 5.06818
O -0.52282 0.46124 5.35996
O -1.30078 -0.59205 2.71935
C -0.95919 0.29255 1.65311
C 0.52859 0.26736 1.16120
C 0.72057 -0.86953 0.10531
C 0.06846 -2.15856 0.21973
C 0.17625 -3.21974 -0.73917
C 0.99664 -3.01205 -1.91244
C 1.69277 -1.75943 -2.05266
C 1.57357 -0.69259 -1.06650
C -1.75053 1.67378 1.77112
S -0.78036 3.24252 2.07531
C -2.41665 1.96443 0.33747
C -1.45345 2.64839 -0.69740
C -1.82642 2.30826 -2.21868
S -1.86658 3.84591 -3.22855
C -0.17415 4.56914 -3.35400
S 0.44120 4.61235 -4.89620
N 0.53958 5.09512 -2.23350
C 1.34731 4.07601 -1.49211
C 1.70077 2.77468 -2.28146
C 1.37292 6.25900 -2.58378
C 0.58030 7.47741 -3.18344
O -2.85929 1.39752 2.57262
H -7.03743 1.32939 3.58922
H -7.11343 -0.27645 2.75442
H -5.82468 0.86712 2.26298
H -6.04640 -0.02382 5.19447
H -5.39722 -1.26939 4.09067
H -3.97238 0.45099 5.38201
H -3.15570 -1.31502 1.59446
H -1.64490 -1.83976 4.96498
H -3.36640 -1.65935 5.40067
H -3.99870 -3.07988 3.35723
H -2.28639 -3.17617 2.80836
H -1.27765 -7.40787 4.43329
H -2.04174 -6.72695 2.92806
H -0.20491 -6.68238 3.21626
H -1.36512 -6.36267 6.69950
H 0.19687 -5.43864 6.51106
H -1.31784 -4.55151 7.11597
H 0.33205 -3.02832 4.84043
H 1.04173 -4.45219 4.01388
H 0.00231 -3.35829 3.05082
H -1.26870 2.96366 5.17076
H -2.68621 2.39721 5.90036
H -0.36952 1.02608 6.13394
H -1.50632 -0.19045 0.78794
H 1.16593 -0.01843 2.03717
H 0.91446 1.24896 0.79835
H -0.58845 -2.30738 1.10142
H -0.34975 -4.18972 -0.60680
H 1.04413 -3.83341 -2.65588
H 2.31855 -1.60461 -2.96108
H 2.14965 0.23045 -1.26060
H -1.48046 4.03838 2.93605
H -2.92990 1.06510 -0.07885
H -3.23039 2.70837 0.55695
H -1.45577 3.76299 -0.64427
H -0.42139 2.23100 -0.56126
H -1.18056 1.50439 -2.64027
H -2.87294 1.89862 -2.22990
H 0.87154 3.88780 -0.49690
H 2.32737 4.57087 -1.25525
H 0.84483 2.09247 -2.47473
H 2.19496 3.02774 -3.25340
H 2.49146 2.24552 -1.68435
H 2.24111 5.96694 -3.23557
H 1.83803 6.62277 -1.62837
H -0.46184 7.24481 -3.48861
H 1.17936 7.92425 -4.01440
H 0.52155 8.26769 -2.39213
C 1.49233 1.54779 -5.68612
C 2.28668 0.95214 -6.84106
C 1.84519 -0.47048 -7.19542
C 2.03519 -1.36397 -6.02692
N 2.18576 -2.04723 -5.12700
H 1.63366 0.97596 -4.76591
H 1.81993 2.56634 -5.48704
H 0.42440 1.57324 -5.91473
H 3.34858 0.95521 -6.57927
H 2.17120 1.58965 -7.72106
H 2.43388 -0.84957 -8.03286
H 0.79309 -0.48645 -7.48689
C 7.24519 -2.74338 -2.80499
C 5.88566 -2.93925 -3.46783
C 5.35443 -1.66448 -4.12809
C 5.18686 -0.59523 -3.11319
N 5.05807 0.22428 -2.33358
H 7.19543 -2.01336 -1.99470
H 7.59660 -3.68266 -2.37392
H 7.98958 -2.40278 -3.52972
H 5.17243 -3.29073 -2.71809
H 5.96824 -3.72297 -4.22490
H 4.38872 -1.85849 -4.59731
H 6.04428 -1.31691 -4.90086

---

118
Properties=species:S:1:pos:R:3 method="wB97M-V/def2-TZVPD" energy_ev=-144840.49071 homo_lumo_gap_ha=0.363 relative_energy_ev=1.1054 spin_multiplicity=1 homo_ev=-10.07 max_force_ev_per_a=2.3
C -1.26207 1.02975 -0.90593
C -0.36903 0.86596 0.28970
C -0.57958 -0.47531 1.00741
O 0.61574 -1.17455 0.56041
C 1.42349 -0.40263 -0.17604
O 2.39088 -0.79068 -0.74170
O 0.98067 0.87497 -0.18051
H -1.22642 2.04904 -1.29377
H -2.31958 0.84173 -0.69836
H -1.03411 0.31516 -1.69906
H -0.47172 1.73647 0.92914
H -1.37023 -1.09098 0.57565
H -0.71768 -0.43197 2.08083
C 0.48912 3.79193 -3.55313
C 1.64919 2.79860 -3.23658
C 1.33054 1.50822 -3.96391
S 0.65720 1.94942 -5.57147
O -0.49525 1.10522 -5.74857
O 1.76134 2.08574 -6.48062
C 0.22089 3.62454 -5.06317
H 0.88221 4.80546 -3.52137
H -0.38753 3.60303 -2.94451
H 1.57570 2.59551 -2.16480
H 2.63175 3.22664 -3.42076
H 0.54373 0.98900 -3.41880
H 2.14011 0.81921 -4.20081
H -0.74350 3.96656 -5.43462
H 0.97091 4.19872 -5.61129
C 0.18379 -6.10758 2.35283
C 0.57307 -5.03529 1.31428
C 1.22007 -3.87067 2.09189
S 1.46964 -4.37865 3.76898
O 1.27490 -3.26607 4.66754
O 2.68802 -5.12648 3.90123
C 0.08966 -5.51910 3.74266
H 0.87033 -6.95861 2.32810
H -0.72110 -6.63219 2.03117
H -0.32690 -4.71395 0.79556
H 1.27281 -5.41279 0.57110
H 0.46302 -3.08030 2.06965
H 2.07668 -3.33839 1.67939
H -0.81877 -4.94152 3.92861
H 0.18902 -6.20073 4.58478
C 2.21949 -0.77878 5.32106
C 2.46175 0.50704 6.10734
C 1.67260 1.58767 5.40092
S 1.86854 1.24427 3.64228
O 2.95103 2.05091 3.15950
O 0.53425 1.36967 3.08386
C 2.36188 -0.48989 3.81617
H 1.18434 -1.08821 5.48440
H 2.87003 -1.58515 5.64505
H 3.52045 0.74728 6.23560
H 2.11270 0.40308 7.13729
H 1.83353 2.65508 5.53882
H 0.61261 1.43820 5.62426
H 3.41565 -0.49537 3.53717
H 1.70615 -1.12082 3.22627
C 5.40631 1.90279 -0.84610
C 5.69214 0.58210 -1.59435
C 6.39047 -0.43870 -0.69205
S 6.21221 0.16145 1.01119
O 7.47763 0.63675 1.48192
O 5.41917 -0.78026 1.77114
C 5.14693 1.50956 0.58883
H 4.54462 2.42788 -1.25798
H 6.24845 2.58857 -0.96685
H 6.29241 0.79305 -2.48238
H 4.78187 0.16425 -2.00894
H 7.46689 -0.40556 -0.84842
H 5.96509 -1.43596 -0.67891
H 4.97170 2.21076 1.40628
H 4.15181 1.04589 0.60603
C -2.83238 2.14568 4.68297
C -2.87982 1.03792 3.61573
C -3.31400 1.64850 2.29327
S -4.44947 2.99142 2.70907
O -5.77167 2.46143 2.81944
O -4.12122 4.09449 1.84809
C -3.84516 3.24451 4.39128
H -1.82533 2.53215 4.85558
H -3.02182 1.70544 5.66653
H -3.55912 0.24510 3.93279
H -1.88221 0.60262 3.56768
H -3.71668 0.95059 1.56554
H -2.45783 2.18679 1.88046
H -4.72896 3.15727 5.01714
H -3.42975 4.24858 4.42057
C -0.12808 -4.86691 -2.50325
C -1.63082 -5.31382 -2.58034
C -2.38750 -4.18850 -3.30985
S -1.55388 -2.65236 -2.88577
O -2.30400 -1.88151 -1.92385
O -1.07426 -2.04587 -4.09284
C -0.20383 -3.43136 -2.01988
H 0.25767 -4.99908 -3.51651
H 0.40965 -5.55132 -1.85170
H -1.99817 -5.46319 -1.56585
H -1.65505 -6.19110 -3.22139
H -3.44243 -4.11524 -3.06629
H -2.18498 -4.35791 -4.36557
H -0.47918 -3.48478 -0.96534
H 0.71269 -2.85199 -2.12274
C -3.88908 2.08239 -4.84885
C -3.24281 2.83670 -3.65727
C -4.18935 3.10863 -2.50632
S -5.79217 3.30447 -3.30877
O -5.95349 4.63713 -3.82871
O -6.77427 2.66016 -2.47806
C -5.40877 2.20288 -4.70459
H -3.54947 1.05094 -4.85777
H -3.58589 2.63181 -5.73456
H -3.01541 3.82652 -4.07488
H -2.28899 2.51826 -3.24116
H -4.05590 4.04867 -1.97427
H -4.24677 2.25252 -1.83796
H -5.96529 2.46885 -5.59696
H -5.82854 1.27249 -4.31538